Record 1
Density functional theory data (ωB97M-V with the def2-TZVPD basis set) for C51H46N9O5PS3Se2Sr as an isolated structure in a non-equilibrium geometry.

Structure (XYZ):
```
118
Properties=species:S:1:pos:R:3
Sr -1.461 -0.013 0.484
C -4.199 -0.477 4.074
O -3.828 -1.742 4.599
C -2.714 -2.395 4.142
C -2.384 -3.444 4.996
C -1.260 -4.221 4.807
C -0.428 -3.936 3.751
C -0.719 -2.902 2.874
C 0.188 -2.760 1.724
N 0.297 -1.757 0.950
N 1.180 -1.975 -0.104
C 1.127 -1.007 -0.992
O 0.462 0.072 -0.816
C 1.935 -1.119 -2.234
C 2.959 -2.050 -2.351
C 3.729 -2.102 -3.499
C 3.477 -1.226 -4.549
C 2.436 -0.313 -4.447
C 1.665 -0.264 -3.296
C -1.890 -2.114 3.018
O -2.093 -1.192 2.060
H -4.940 -0.050 4.750
H -4.694 -0.575 3.122
H -3.354 0.199 4.006
H -3.046 -3.610 5.836
H -1.029 -5.020 5.502
H 0.489 -4.499 3.605
H 0.812 -3.629 1.503
H 3.153 -2.710 -1.513
H 4.537 -2.821 -3.585
H 4.087 -1.259 -5.444
H 2.235 0.374 -5.262
H 0.862 0.442 -3.149
Se -3.087 -0.962 -1.304
P -3.778 -0.751 0.757
Se -3.525 1.375 1.134
C -5.703 -0.713 0.449
C -6.270 -1.763 -0.299
C -7.642 -1.898 -0.420
C -8.484 -0.962 0.173
C -7.951 0.092 0.885
C -6.561 0.210 1.035
C -4.105 -2.578 1.355
C -5.188 -2.975 2.138
C -5.369 -4.317 2.459
C -4.497 -5.277 1.976
C -3.418 -4.896 1.190
C -3.214 -3.553 0.901
H -5.602 -2.453 -0.791
H -8.055 -2.726 -0.983
H -9.559 -1.055 0.066
H -8.605 0.827 1.339
H -6.144 1.022 1.606
H -5.902 -2.244 2.487
H -6.215 -4.602 3.073
H -4.660 -6.323 2.210
H -2.733 -5.636 0.794
H -2.368 -3.237 0.308
C 0.515 3.069 0.370
N -0.647 3.865 -0.027
C -1.720 3.327 -0.634
N -1.564 2.133 -1.311
S -3.182 4.157 -0.556
H 1.160 3.702 0.974
H 1.030 2.715 -0.529
H 0.204 2.166 0.908
H -0.903 4.624 0.581
H -0.625 1.738 -1.427
H -2.275 1.434 -1.052
S -4.206 0.596 -4.036
C -4.423 1.847 -2.908
C -5.501 1.569 -2.134
N -6.226 0.449 -2.501
C -5.602 -0.191 -3.442
H -3.685 2.621 -2.772
H -5.850 2.189 -1.323
H -5.906 -1.161 -3.812
S 0.617 -0.560 5.322
C 1.771 -0.672 4.116
N 1.577 -0.006 2.925
C 2.475 -0.019 1.906
C 3.657 -0.653 2.066
C 3.806 -1.366 3.262
N 2.933 -1.379 4.249
H 0.643 0.256 2.641
H 2.130 0.435 0.986
H 4.379 -0.660 1.263
H 4.690 -1.978 3.420
O 1.605 4.118 -3.166
C 2.450 3.378 -2.692
N 3.827 3.604 -2.868
C 4.592 2.695 -2.047
C 3.427 1.734 -1.592
O 3.682 0.733 -0.925
N 2.243 2.229 -1.968
C 5.145 3.425 -0.823
C 6.320 4.165 -0.945
C 6.774 4.962 0.098
C 6.057 5.026 1.285
C 4.896 4.279 1.421
C 4.443 3.480 0.378
C 5.622 1.890 -2.814
C 5.660 1.902 -4.203
C 6.567 1.104 -4.893
C 7.437 0.275 -4.199
C 7.386 0.241 -2.811
C 6.487 1.042 -2.124
H 4.143 4.544 -3.036
H 6.880 4.117 -1.873
H 7.684 5.538 -0.021
H 6.402 5.656 2.097
H 4.329 4.313 2.345
H 3.546 2.892 0.507
H 4.963 2.534 -4.738
H 6.591 1.129 -5.976
H 8.142 -0.348 -4.736
H 8.050 -0.416 -2.262
H 6.425 1.001 -1.043
```

Results
- Charge: -2
- HOMO: -3.12 eV
- DFT total energy: -9209.67562 Ha


Record 2
Density functional theory data (ωB97M-V with the def2-TZVPD basis set) for one molecule with the formula C19H24ClN3O3 in a non-equilibrium geometry.

Structure (XYZ):
```
50
Properties=species:S:1:pos:R:3
C -2.921 2.432 1.092
H -3.122 3.277 0.439
C -3.345 1.129 0.426
H -4.384 1.193 0.098
H -3.265 0.308 1.142
C -2.457 0.810 -0.781
O -1.119 0.586 -0.412
H -1.081 -0.226 0.113
C -3.003 -0.416 -1.545
N -2.062 -0.859 -2.547
C -1.052 -1.700 -2.219
O -1.019 -2.317 -1.175
C 0.002 -1.866 -3.306
H 0.725 -2.596 -2.940
H -0.469 -2.265 -4.207
C 0.716 -0.552 -3.640
C 1.219 0.132 -2.420
N 1.428 1.397 -2.265
N 1.921 1.567 -1.020
C 1.983 0.397 -0.476
O 1.557 -0.569 -1.319
C 2.413 0.046 0.902
C 1.150 -0.127 1.706
C 0.635 0.922 2.457
C -0.541 0.767 3.169
C -1.216 -0.441 3.114
C -0.728 -1.493 2.355
C 0.455 -1.330 1.654
H 0.821 -2.142 1.045
H -1.267 -2.425 2.302
Cl -2.697 -0.634 3.993
H -0.937 1.581 3.756
H 1.148 1.870 2.474
C 3.509 0.988 1.435
H 3.606 1.927 0.898
H 3.404 1.179 2.501
C 4.558 -0.092 1.131
H 5.115 0.111 0.219
H 5.257 -0.315 1.933
C 3.432 -1.115 0.923
H 3.286 -1.766 1.782
H 3.485 -1.720 0.020
H 0.069 0.151 -4.167
H 1.566 -0.763 -4.297
H -1.952 -0.264 -3.352
H -3.958 -0.184 -2.019
H -3.134 -1.247 -0.845
H -2.417 1.676 -1.452
H -1.854 2.404 1.300
H -3.460 2.576 2.025
```

Results
- Structure (SMILES): CC[C@@H](O)CNC(=O)CCc1nnc(C2(c3ccc(Cl)cc3)CCC2)o1
- Charge: 0
- HOMO: -8.94 eV
- DFT total energy: -1588.59689 Ha